[1]
C6H10N2 | wB97M-V/def2-TZVPD

Summary:
- Largest force on an atom: 5.34 eV/Å
- Spin multiplicity: 1
- HOMO level: -7.713 eV

Each line ends with the natural charge from an NBO analysis.
CARTESIAN COORDINATES (ANGSTROEM)
C -2.28027 -1.18336 0.08480  0.371
C -1.93895 1.73325 0.42863  -0.262
C -1.13523 2.02566 -0.76043  -0.217
C 3.21574 -1.70527 0.12186  -0.400
C 2.16980 -1.10394 0.59403  -0.377
C -1.32090 -0.54279 -0.59168  -0.241
N -3.31524 -1.61846 0.53711  -0.621
N -0.99737 0.78875 -0.22152  -0.413
H -1.74472 2.22723 1.40407  0.204
H -3.07606 1.55574 0.26752  0.195
H -1.77695 2.18770 -1.67220  0.167
H -0.28964 2.74275 -0.88153  0.195
H 4.31899 -1.57610 0.06607  0.207
H -3.44802 -1.86946 1.57523  0.383
H 2.91922 -2.59430 -0.42908  0.182
H 1.20940 -1.68033 0.58128  0.189
H 2.03654 -0.15348 1.04999  0.196
H -0.44616 -1.10298 -1.13874  0.242

[2]
C47H52BF3NO2ReSb | wB97M-V/def2-TZVPD

Summary:
- Largest force on an atom: 0.93 eV/Å
- Spin multiplicity: 2
- ⟨S²⟩: 0.7573
- HOMO level (alpha / beta): -13.537 / -13.535 eV
- Net charge: +2

Each line ends with the Mulliken spin population.
CARTESIAN COORDINATES (ANGSTROEM)
Re 0.10468 0.05250 0.07292  1.040
C 0.17750 1.11222 2.07015  -0.098
C 0.72828 2.02696 1.10471  0.091
C -0.33566 2.30246 0.13984  -0.112
C -1.46434 1.52377 0.55361  -0.095
C -1.16749 0.81287 1.75522  0.160
C -2.15761 -0.05582 2.49778  -0.119
C -1.48531 -0.74650 3.68194  0.013
C -3.28800 0.85005 3.00598  0.001
C -2.72760 -1.08412 1.51223  0.032
C -0.56332 3.40693 -0.90596  0.011
C -0.93135 4.67481 -0.09454  -0.004
C -1.83213 3.13378 -1.73800  -0.003
C 0.61776 3.69357 -1.86001  0.017
C 2.16046 2.57320 1.27636  -0.076
C 2.27257 4.08397 1.04085  -0.001
C 3.13800 1.86411 0.32139  0.057
C 2.60529 2.37348 2.73293  0.006
H 0.66670 0.78944 2.97534  -0.020
H -2.41135 1.48247 0.04107  0.012
H -1.12609 -0.01202 4.40600  0.000
H -0.64801 -1.37516 3.37069  -0.008
H -2.20095 -1.38978 4.19377  0.000
H -2.89639 1.65701 3.62738  0.000
H -3.97999 0.26526 3.61306  0.001
H -3.85250 1.29126 2.18296  -0.001
H -1.92628 -1.61799 0.97994  -0.005
H -3.37569 -0.60600 0.77470  0.019
H -3.31809 -1.83840 2.03385  0.000
H -1.79509 4.48311 0.54498  0.000
H -1.20602 5.46501 -0.79486  0.000
H -0.12189 5.04185 0.52225  0.000
H -2.72966 3.14106 -1.11937  0.000
H -1.81264 2.20672 -2.30643  0.001
H -1.94186 3.94960 -2.45220  0.000
H 1.02513 4.69038 -1.70403  0.001
H 0.28822 3.65818 -2.89880  0.000
H 1.44146 2.99130 -1.74869  -0.005
H 2.03728 4.38227 0.02829  -0.001
H 3.30927 4.36937 1.22570  0.001
H 1.65549 4.64264 1.74375  0.001
H 3.07286 2.26031 -0.69160  0.013
H 2.96682 0.78460 0.27394  -0.019
H 4.16195 2.01617 0.66526  0.003
H 1.90998 2.86913 3.41444  0.001
H 3.58226 2.83712 2.86648  0.000
H 2.69947 1.33336 3.02330  -0.004
F -3.00723 0.69002 -6.23292  0.000
C -2.23366 -0.36098 -5.94639  0.000
F -2.95708 -1.46914 -6.10159  0.000
F -1.22501 -0.38619 -6.81856  0.000
C -1.71331 -0.24052 -4.52671  0.000
C -0.58504 0.51631 -4.26434  0.011
C -0.15054 0.62441 -2.96138  0.018
N -0.78420 0.03352 -1.93558  0.027
C -1.87036 -0.71409 -2.20347  -0.009
C -2.36995 -0.86550 -3.47778  0.000
H -0.03583 1.00458 -5.05714  0.000
H 0.74448 1.17572 -2.72323  0.016
H -2.34145 -1.20640 -1.36296  -0.023
H -3.24497 -1.47746 -3.64358  0.000
O 1.53343 -1.58369 -2.28158  0.030
B 0.69898 -1.71291 -1.19515  0.034
O 0.08109 -2.94469 -1.14017  -0.039
C 0.58929 -3.63848 -2.23946  -0.003
C 0.32327 -4.92710 -2.63468  0.002
C 1.00525 -5.37178 -3.76484  0.000
C 1.89785 -4.55023 -4.44774  0.000
C 2.15330 -3.24467 -4.03387  0.000
C 1.47420 -2.82224 -2.91709  0.004
H -0.36641 -5.55958 -2.09262  0.000
H 0.83823 -6.37964 -4.11915  0.000
H 2.40545 -4.93451 -5.32188  0.000
H 2.85056 -2.60184 -4.55340  0.000
C 4.85219 -4.21749 -1.51765  0.000
C 3.82206 -4.88137 -0.86888  0.000
C 2.94283 -4.17979 -0.05257  0.001
C 3.09992 -2.80801 0.11334  -0.017
C 4.12561 -2.13935 -0.55381  -0.002
C 5.00264 -2.84410 -1.36240  0.000
Sb 1.76057 -1.75049 1.37205  0.042
C 3.01349 -1.07968 2.93163  -0.010
C 4.33546 -0.71348 2.70802  0.002
C 5.11804 -0.27968 3.76919  0.000
C 4.58209 -0.20634 5.04878  0.000
C 3.26429 -0.58418 5.27416  0.000
C 2.47988 -1.02609 4.21771  -0.001
C 0.80179 -3.37855 2.31483  -0.002
C -0.44247 -3.85057 1.91172  0.008
C -0.96263 -5.00706 2.47668  0.000
C -0.23645 -5.69791 3.43735  0.000
C 1.01666 -5.24010 3.82367  -0.001
C 1.54130 -4.08619 3.26040  -0.001
H 5.53741 -4.76757 -2.14894  0.000
H 3.69854 -5.94918 -0.99290  0.000
H 2.14318 -4.71218 0.44861  0.000
H 4.23706 -1.06328 -0.47459  0.005
H 5.80196 -2.32257 -1.87255  0.000
H 4.77703 -0.77510 1.72204  -0.001
H 6.15028 -0.00514 3.59616  0.000
H 5.19551 0.13204 5.87300  0.000
H 2.84810 -0.54506 6.27214  0.000
H 1.45503 -1.32868 4.40905  0.000
H -1.00518 -3.34331 1.14038  0.000
H -1.93067 -5.37170 2.15920  0.000
H -0.64203 -6.59800 3.87963  0.000
H 1.59201 -5.78436 4.56043  0.000
H 2.52677 -3.75170 3.56173  0.000

[3]
C48H37N2OP2PdS | wB97M-V/def2-TZVPD

Summary:
- Largest force on an atom: 4.48 eV/Å
- Spin multiplicity: 5
- ⟨S²⟩: 6.1031
- HOMO level (alpha / beta): -15.750 / -16.448 eV
- Net charge: +3

Each line ends with the Mulliken spin population.
CARTESIAN COORDINATES (ANGSTROEM)
Pd -0.80939 -7.05129 20.31026  1.385
O -3.30310 -10.08129 20.45111  0.151
S -2.73262 -8.83091 21.07350  0.062
C -2.10125 -9.42839 22.67917  -0.012
C -2.89434 -10.02186 23.66726  0.022
C -2.29770 -10.50692 24.82253  0.007
C -0.92575 -10.40137 25.00953  0.004
C -0.14922 -9.84046 24.02645  0.020
C -0.73437 -9.33790 22.84907  0.068
P 0.29850 -8.66388 21.47263  -0.128
C 1.65079 -7.98956 22.41738  0.120
C 1.36372 -7.09669 23.48086  0.094
C 2.40356 -6.62568 24.32513  -0.025
C 3.72950 -6.97361 24.07438  0.061
C 3.98309 -7.81663 22.98462  -0.003
C 3.00934 -8.25319 22.16026  0.028
C 0.87183 -9.97765 20.41174  -0.011
C 1.66010 -9.70058 19.25346  0.057
C 2.13787 -10.77606 18.44902  0.001
C 1.90707 -12.08195 18.84732  0.027
C 1.06454 -12.30610 19.92924  -0.007
C 0.55622 -11.29348 20.71438  0.025
C -4.14639 -7.82175 21.47892  0.045
C -5.46379 -8.36830 21.52781  0.025
C -6.55253 -7.52569 21.66393  -0.002
C -6.32244 -6.14880 21.84263  0.013
C -5.05837 -5.64568 21.99577  0.007
C -3.93877 -6.46274 21.71708  0.044
P -2.30707 -5.81702 21.86052  0.176
C -2.37962 -4.22446 21.02290  0.085
C -3.26003 -4.02832 19.95486  0.055
C -3.39536 -2.78951 19.38415  -0.004
C -2.60671 -1.71290 19.81342  0.048
C -1.64769 -1.94999 20.78613  -0.020
C -1.45027 -3.19636 21.33265  0.060
C -2.08262 -5.37544 23.57259  0.038
C -1.80732 -6.36162 24.56514  -0.001
C -1.91442 -6.04645 25.90257  -0.005
C -2.48274 -4.84391 26.32730  0.018
C -2.71018 -3.86668 25.37700  -0.005
C -2.52254 -4.12095 24.01826  0.036
H -3.99805 -10.16966 23.55921  0.000
H -2.94393 -10.91184 25.57274  0.000
H -0.46916 -10.83990 25.87952  0.000
H 0.90921 -9.82410 24.20832  0.002
H 0.34710 -6.78424 23.73644  0.010
H 2.11966 -5.97946 25.13012  0.000
H 4.50266 -6.68803 24.75283  0.001
H 5.00444 -8.13363 22.83216  0.000
H 3.25895 -8.89455 21.30550  0.001
H 1.82663 -8.69514 18.89329  0.002
H 2.58848 -10.59601 17.48671  0.000
H 2.21139 -12.94887 18.26900  0.000
H 0.80493 -13.30807 20.19321  0.000
H -0.15166 -11.50607 21.52820  0.004
H -5.65812 -9.43768 21.48187  -0.002
H -7.56468 -7.88595 21.76988  0.001
H -7.14994 -5.48462 21.92675  0.001
H -4.93759 -4.63657 22.32569  0.003
H -3.79072 -4.89084 19.53215  -0.027
H -4.10850 -2.64428 18.57138  0.000
H -2.75647 -0.71538 19.42433  0.001
H -1.02317 -1.13556 21.10232  0.000
H -0.58253 -3.34660 21.96256  -0.005
H -1.54512 -7.37198 24.26722  0.011
H -1.80337 -6.88614 26.57145  0.000
H -2.71579 -4.70431 27.34745  0.001
H -3.11231 -2.89222 25.59846  0.001
H -2.94204 -3.37643 23.32384  0.001
C 3.57782 -3.51229 19.13543  0.157
C 3.15905 -4.28958 20.22261  -0.014
C 1.92480 -4.94218 20.25226  0.052
C 1.10679 -4.80349 19.09804  0.175
C 1.48703 -3.96458 18.03192  0.086
C 2.71798 -3.30965 18.04924  -0.012
N -0.17327 -5.48809 19.07486  0.165
N -0.93286 -5.11630 18.11632  -0.101
C -1.94881 -6.02546 17.91624  0.030
C -2.86650 -5.82552 16.85615  0.016
C -3.55766 -6.86538 16.31266  0.055
C -3.34388 -8.14555 16.86721  0.195
C -2.44452 -8.31114 17.92675  -0.090
C -1.85503 -7.25521 18.59901  0.642
H 4.55747 -3.06118 19.22943  -0.001
H 3.78022 -4.30393 21.08112  0.003
H 1.67593 -5.68771 21.00383  0.042
H 0.73365 -3.81580 17.24272  -0.001
H 3.06674 -2.61337 17.31155  0.003
H -2.90280 -4.82763 16.41155  0.004
H -4.29771 -6.70650 15.57875  0.005
H -3.87536 -9.03250 16.49866  0.000
H -2.27679 -9.34530 18.24255  0.025

[4]
C31H25BrI2N3O4SSeTi | wB97M-V/def2-TZVPD

Summary:
- Largest force on an atom: 1.76 eV/Å
- Spin multiplicity: 2
- ⟨S²⟩: 0.7550
- HOMO level (alpha / beta): -7.284 / -7.471 eV

Each line ends with the Mulliken spin population.
CARTESIAN COORDINATES (ANGSTROEM)
Ti -0.36882 0.32581 -0.36694  0.980
Br 0.67650 -2.55527 -3.20710  -0.001
C 1.43226 -3.06265 -1.53406  -0.008
C 1.62130 -4.40549 -1.33929  0.000
C 2.36859 -4.86324 -0.23106  0.000
C 2.99336 -3.94842 0.56474  0.000
C 2.80983 -2.56305 0.34925  -0.006
C 3.59783 -1.63042 1.10415  0.002
C 3.43273 -0.31371 0.91663  0.006
C 2.34235 0.16207 0.11136  0.031
C 1.54867 -0.66810 -0.65204  0.022
C 1.91404 -2.07506 -0.62672  -0.051
H 1.23499 -5.10804 -2.06580  0.000
H 2.48986 -5.92647 -0.06004  0.000
H 3.65801 -4.26573 1.36503  0.000
H 4.34557 -2.01281 1.79367  0.000
H 4.07432 0.39770 1.42762  -0.001
H 2.19419 1.23567 0.08715  -0.009
I -5.40273 0.85714 -0.92845  0.000
C -3.91261 2.19535 -0.42343  0.001
C -4.26642 3.51811 -0.04975  -0.002
C -3.31634 4.44571 0.23922  0.002
I -3.93005 6.35949 0.76014  0.000
C -1.93655 4.11932 0.12578  -0.013
C -0.86964 5.03522 0.31201  0.019
C 0.39928 4.65517 0.07210  -0.010
C 0.66031 3.32008 -0.32547  0.055
N -0.26216 2.43369 -0.44158  -0.048
C -1.57716 2.81281 -0.24958  0.022
C -2.59823 1.79524 -0.48540  -0.011
O -2.23510 0.58278 -0.81690  0.008
H -5.31340 3.78834 -0.00204  0.000
H -1.08742 6.05060 0.62532  0.001
H 1.22536 5.34900 0.17163  0.000
H 1.66525 3.00824 -0.56659  0.005
C -2.10303 -2.01833 -2.14471  0.059
N -2.41832 -1.24805 -3.35982  -0.001
C -3.44499 -1.61508 -4.23241  0.000
C -3.45139 -0.71969 -5.22700  0.001
N -2.43617 0.19463 -4.94671  0.000
C -2.09944 1.32282 -5.82455  0.000
C -1.80455 -0.14238 -3.79030  0.001
Se -0.38929 0.81083 -3.06411  -0.017
H -2.90378 -1.89778 -1.42399  0.002
H -1.18018 -1.66010 -1.71521  -0.034
H -1.97310 -3.06141 -2.41421  0.000
H -4.05850 -2.48599 -4.05346  0.000
H -4.07864 -0.63181 -6.09911  0.000
H -2.91654 2.04039 -5.83417  0.000
H -1.91803 0.95543 -6.83386  0.000
H -1.20599 1.80239 -5.45220  -0.001
C 3.95508 -0.60533 5.74665  0.000
C 2.76649 -0.60050 4.80949  0.000
C 2.06843 -1.77100 4.52644  0.000
C 0.97468 -1.76302 3.67779  -0.001
C 0.56834 -0.56910 3.09287  -0.006
C 1.24687 0.61579 3.35850  0.009
C 2.34088 0.58565 4.21118  0.000
S -0.89695 -0.62266 2.12746  0.003
O -1.13795 0.77739 1.65954  0.002
O -1.88225 -1.24203 2.94995  0.000
O -0.63282 -1.35931 0.84467  -0.012
H 4.06298 -1.56741 6.25021  0.000
H 3.85663 0.16766 6.51167  0.000
H 4.88253 -0.40713 5.20184  0.000
H 2.37922 -2.70469 4.98708  0.000
H 0.43605 -2.68226 3.46542  0.000
H 0.91347 1.54441 2.91634  0.000
H 2.87233 1.50858 4.42518  0.000